Density functional theory data (wB97M-V/def2-TZVPD) for a single CH5N3S molecule at a distorted geometry.

The energy above the lowest of the compared OMol25 structures with the same formula, charge and spin comes out at 257.66 kJ/mol. Its LUMO energy is 0.972 eV. The HOMO energy is -8.317 eV. The total energy is -16420.650 eV.

Geometry as XYZ:
```
10
CH5N3S, DFT wB97M-V/def2-TZVPD
C -0.70546 1.38392 0.29914
S 1.16243 1.41287 0.06074
N 1.40051 -0.21523 0.01375
N 0.48587 -0.99990 -0.20554
N 0.92481 -2.22484 0.22123
H -1.11029 2.09827 -0.51520
H -1.01803 1.69938 1.26792
H -0.93057 0.29714 0.21476
H 0.62109 -2.91984 -0.40622
H 1.85589 -1.90083 0.50389
```

Here is what Löwdin gives for the atomic charges, in e: atom 1 (C): -0.35, atom 2 (S): 0.80, atom 3 (N): -0.49, atom 4 (N): -0.19, atom 5 (N): 0.03, atom 6 (H): 0.05, atom 7 (H): 0.00, atom 8 (H): 0.01, atom 9 (H): 0.06, atom 10 (H): 0.08


Density functional theory data (wB97M-V/def2-TZVPD) for a molecular structure, C39H104F6N15O22S2V at a distorted geometry.

As for the expectation value of S²: 0.818. Its LUMO energy (spin up / spin down) is -4.318 / -3.941 eV. The HOMO energy (spin up / spin down) is -9.863 / -9.863 eV. As for the multiplicity: 2. The charge is +1. The total energy is -173177.183 eV.

Geometry as XYZ:
```
189
C39H104F6N15O22S2V, DFT wB97M-V/def2-TZVPD
O 1.30075 -20.13041 -19.64468
V -0.22110 -19.59900 -19.83936
C -1.87496 -20.46024 -16.18583
F -2.34879 -21.09261 -15.11290
F -2.88023 -20.11069 -17.00848
F -1.20718 -19.38992 -15.72408
S -0.56295 -21.56952 -17.10826
O 0.77226 -21.09877 -16.80274
O -0.82805 -22.85006 -16.49343
N -0.96858 -21.21001 -18.79909
S -1.92500 -22.38071 -19.22177
O -2.72354 -22.98300 -18.15636
O -2.76567 -22.03243 -20.42201
C -0.64183 -23.66992 -19.87392
F -0.08890 -24.32661 -18.80931
F -1.30965 -24.52980 -20.63097
F 0.33188 -23.11857 -20.62201
C 0.03000 -17.13716 -17.77806
O 0.01699 -18.34291 -18.09921
N 0.07294 -16.68106 -16.51049
N 0.20713 -16.21325 -18.63170
H 0.05198 -17.48028 -15.89330
H 0.07111 -15.68400 -16.34935
H 0.72614 -15.39867 -18.33645
H 0.08601 -16.34507 -19.62571
C -4.14688 -18.45273 -12.34401
O -3.88762 -17.25947 -12.18802
N -3.34821 -19.40121 -12.84601
N -5.35189 -18.87079 -12.06950
H -3.56346 -20.38781 -12.82590
H -2.43082 -19.08406 -13.12514
H -5.70699 -19.75336 -12.40871
H -6.04700 -18.19891 -11.77710
C -2.85116 -18.23695 -20.87953
O -2.11349 -18.75693 -20.08058
N -2.51127 -17.80182 -22.05032
N -4.15203 -18.26679 -20.62390
H -1.53505 -17.71457 -22.29420
H -3.22954 -17.31588 -22.56805
H -4.76510 -17.94872 -21.36084
H -4.39921 -18.73428 -19.76340
C -0.95097 -21.13719 -22.92927
O -0.50800 -20.79686 -21.79422
N -2.00858 -20.81122 -23.52201
N -0.31356 -21.98256 -23.67262
H -2.52610 -20.03621 -23.13261
H -2.03172 -20.97023 -24.51915
H -0.73553 -22.10604 -24.58190
H 0.61105 -22.32083 -23.44731
C -0.59209 -21.94807 -12.12572
O 0.39017 -21.32731 -11.90144
N -0.81376 -22.80947 -13.07454
N -1.56268 -21.99289 -11.23293
H -0.12453 -23.02629 -13.78027
H -1.67338 -23.33335 -13.15648
H -1.26821 -21.53193 -10.38387
H -2.39900 -22.55413 -11.30829
C -5.03043 -24.15328 -15.92431
C -5.28619 -25.20109 -14.83089
O -5.76729 -24.60683 -13.59926
H -5.94742 -23.69555 -16.29539
H -4.44885 -24.55159 -16.75571
H -4.47235 -23.30056 -15.53761
H -4.40833 -25.76701 -14.51911
H -5.90311 -25.98156 -15.27631
H -6.66924 -24.91975 -13.49849
C 1.03586 -27.09179 -20.37183
C 2.26080 -27.21320 -19.35696
O 2.49826 -28.54775 -18.91874
H 0.77842 -26.05004 -20.56310
H 0.17168 -27.54363 -19.88488
H 1.12235 -27.68350 -21.28315
H 2.09904 -26.53855 -18.51626
H 3.10743 -26.92552 -19.98031
H 2.06131 -29.17517 -19.49928
C -6.02487 -20.97721 -15.25124
C -6.80959 -19.63739 -15.29303
O -7.30530 -19.39445 -13.99591
H -6.59571 -21.83325 -14.89144
H -5.15655 -20.91875 -14.59497
H -5.70712 -21.27171 -16.25144
H -7.71665 -19.58885 -15.89553
H -6.08671 -18.88186 -15.60077
H -7.61592 -18.48755 -13.94434
C -3.48292 -16.68847 -15.56818
C -3.44158 -15.30464 -14.82267
O -4.50035 -15.18779 -13.91468
H -3.25499 -17.49688 -14.87347
H -2.76841 -16.79344 -16.38461
H -4.41424 -16.95291 -16.06899
H -3.60589 -14.47882 -15.51484
H -2.50389 -15.16358 -14.28514
H -4.38762 -15.83368 -13.21346
C 1.42098 -23.93780 -8.43019
O 2.01559 -24.34770 -9.70807
C 1.80293 -25.75471 -9.92798
C 2.32027 -26.27695 -11.25967
N 1.54035 -25.75890 -12.42602
C 2.17397 -26.09208 -13.69739
C 1.33944 -25.48423 -14.82083
O 1.02789 -24.10781 -14.78549
C 2.11428 -23.17895 -14.63483
H 1.57171 -22.86888 -8.27923
H 1.94632 -24.39509 -7.59173
H 0.35244 -24.15132 -8.40297
H 0.75049 -26.01693 -9.81975
H 2.32420 -26.33933 -9.16996
H 2.10484 -27.34373 -11.19904
H 3.38455 -26.05478 -11.33740
H 1.50238 -24.76971 -12.22566
H 2.28801 -27.14937 -13.93663
H 3.25037 -25.92086 -13.70839
H 0.34296 -25.91672 -14.91068
H 1.91750 -25.64558 -15.73073
H 2.89313 -23.41701 -13.91038
H 1.70964 -22.21129 -14.33815
H 2.66888 -23.19570 -15.57304
C -3.71746 -14.90997 -19.14451
O -5.06491 -15.26857 -19.53488
C -6.19892 -14.81159 -18.71840
C -7.49400 -15.36198 -19.42852
N -7.41284 -16.75649 -19.75415
C -7.59571 -17.59222 -18.57961
C -7.45189 -19.12403 -18.93275
O -6.16575 -19.70083 -18.70064
C -6.20722 -21.11866 -18.76838
H -2.93276 -15.51725 -19.59566
H -3.60151 -14.92685 -18.06082
H -3.53011 -13.88125 -19.45229
H -6.24001 -13.72441 -18.65161
H -6.09020 -15.18733 -17.70100
H -7.60797 -14.88579 -20.40235
H -8.42288 -15.17974 -18.88808
H -6.41472 -16.81458 -19.89722
H -8.59530 -17.39019 -18.19479
H -6.87011 -17.24768 -17.84278
H -7.87217 -19.48843 -19.87014
H -8.14173 -19.51027 -18.18241
H -6.92985 -21.54239 -18.07097
H -5.26992 -21.60311 -18.49474
H -6.39850 -21.51867 -19.76412
C -1.05254 -21.47750 -6.95046
O -1.11434 -20.24473 -7.58665
C 0.03411 -19.84233 -8.32469
C -0.48753 -19.02305 -9.43921
N 0.42012 -18.51638 -10.45223
C -0.24829 -17.50292 -11.24697
C 0.46988 -17.22315 -12.59057
O 0.38823 -18.35341 -13.46255
C 1.60725 -18.61709 -14.12899
H -0.09275 -21.59604 -6.44761
H -1.06520 -22.21995 -7.74840
H -1.93765 -21.67249 -6.34494
H 0.61024 -20.67401 -8.73026
H 0.74942 -19.39544 -7.63423
H -0.64237 -18.06874 -8.93582
H -1.31799 -19.55384 -9.90468
H 0.60058 -19.26298 -11.10807
H -0.23783 -16.55447 -10.70992
H -1.26344 -17.80089 -11.50928
H 1.49993 -17.05055 -12.27863
H 0.07253 -16.34813 -13.10490
H 1.49442 -19.49372 -14.76684
H 2.34699 -18.88916 -13.37609
H 2.04625 -17.79212 -14.69006
C 0.23658 -24.44497 -25.46440
O -1.13735 -24.24341 -25.51686
C -2.03253 -24.87114 -24.51598
C -3.46135 -24.72732 -25.04220
N -4.02984 -23.38729 -24.69190
C -4.38843 -23.11178 -23.26033
C -5.39612 -24.15469 -22.75199
O -5.97453 -23.57043 -21.56097
C -7.05777 -24.28670 -21.05317
H 0.77152 -24.20877 -24.54454
H 0.70307 -23.85518 -26.25348
H 0.33378 -25.48987 -25.75908
H -1.90487 -24.51629 -23.49330
H -1.75781 -25.91926 -24.39736
H -4.14993 -25.51301 -24.73129
H -3.38084 -24.77223 -26.12829
H -3.53725 -22.60324 -25.09528
H -4.86503 -22.13657 -23.16067
H -3.50346 -23.18697 -22.62846
H -4.92848 -25.10782 -22.50510
H -6.20056 -24.27184 -23.47811
H -7.86314 -24.43965 -21.77156
H -7.50867 -23.74537 -20.22145
H -6.90632 -25.34631 -20.84729
```

These are the Löwdin partial charges, in e, on atoms 1 to 99: atom 1 (O): -0.23, atom 2 (V): 1.06, atom 3 (C): -0.58, atom 4 (F): 0.14, atom 5 (F): 0.13, atom 6 (F): 0.11, atom 7 (S): 0.73, atom 8 (O): -0.27, atom 9 (O): -0.26, atom 10 (N): -0.37, atom 11 (S): 0.63, atom 12 (O): -0.28, atom 13 (O): -0.31, atom 14 (C): -0.60, atom 15 (F): 0.12, atom 16 (F): 0.14, atom 17 (F): 0.13, atom 18 (C): -0.65, atom 19 (O): -0.05, atom 20 (N): 0.23, atom 21 (N): 0.20, atom 22 (H): 0.09, atom 23 (H): 0.14, atom 24 (H): 0.14, atom 25 (H): 0.13, atom 26 (C): -0.70, atom 27 (O): 0.01, atom 28 (N): 0.19, atom 29 (N): 0.18, atom 30 (H): 0.10, atom 31 (H): 0.09, atom 32 (H): 0.09, atom 33 (H): 0.13, atom 34 (C): -0.72, atom 35 (O): -0.04, atom 36 (N): 0.21, atom 37 (N): 0.25, atom 38 (H): 0.13, atom 39 (H): 0.14, atom 40 (H): 0.13, atom 41 (H): 0.12, atom 42 (C): -0.69, atom 43 (O): -0.07, atom 44 (N): 0.23, atom 45 (N): 0.22, atom 46 (H): 0.12, atom 47 (H): 0.14, atom 48 (H): 0.11, atom 49 (H): 0.14, atom 50 (C): -0.78, atom 51 (O): 0.07, atom 52 (N): 0.20, atom 53 (N): 0.17, atom 54 (H): 0.06, atom 55 (H): 0.12, atom 56 (H): 0.09, atom 57 (H): 0.11, atom 58 (C): -0.09, atom 59 (C): -0.29, atom 60 (O): -0.09, atom 61 (H): 0.06, atom 62 (H): 0.07, atom 63 (H): 0.05, atom 64 (H): 0.10, atom 65 (H): 0.11, atom 66 (H): 0.07, atom 67 (C): -0.08, atom 68 (C): -0.28, atom 69 (O): -0.08, atom 70 (H): 0.04, atom 71 (H): 0.07, atom 72 (H): 0.07, atom 73 (H): 0.10, atom 74 (H): 0.10, atom 75 (H): 0.07, atom 76 (C): -0.06, atom 77 (C): -0.28, atom 78 (O): -0.10, atom 79 (H): 0.07, atom 80 (H): 0.05, atom 81 (H): 0.04, atom 82 (H): 0.10, atom 83 (H): 0.10, atom 84 (H): 0.09, atom 85 (C): -0.07, atom 86 (C): -0.30, atom 87 (O): -0.08, atom 88 (H): 0.04, atom 89 (H): 0.04, atom 90 (H): 0.06, atom 91 (H): 0.09, atom 92 (H): 0.10, atom 93 (H): 0.02, atom 94 (C): -0.08, atom 95 (O): -0.19, atom 96 (C): -0.24, atom 97 (C): -0.19, atom 98 (N): -0.04, atom 99 (C): -0.23


Density functional theory data (wB97M-V/def2-TZVPD) for 5 unconnected molecules or ions with the total composition C44H71FINO16P at a distorted geometry.

Its LUMO energy is -4.949 eV. The HOMO energy is -11.098 eV. The charge is +1. The total energy is -101131.331 eV.

Geometry as XYZ:
```
135
C44H71FINO16P, DFT wB97M-V/def2-TZVPD
C 10.38359 -5.79488 0.34913
C 10.72077 -4.29254 0.34938
C 9.86478 -3.47331 1.33275
C 10.00435 -1.94197 1.14498
C 9.24288 -1.23284 2.29701
C 7.71567 -1.46729 2.14051
C 6.91371 -0.17945 2.49647
C 6.93315 0.79467 1.27399
C 5.63546 1.66653 1.23624
C 4.94867 1.72738 -0.15506
C 3.40677 1.77088 -0.10634
C 2.80831 2.75153 0.93247
C 1.34328 2.31546 1.25955
C 0.39444 2.74883 0.12510
C -1.03796 2.15600 0.21315
C -1.68101 2.17263 1.63622
C -2.16378 0.74859 2.00166
C -3.64434 0.46770 1.57431
C -4.50220 -0.02800 2.75777
C -4.07296 -1.38579 3.31957
N -4.14443 -2.49778 2.34207
C -2.97835 -2.90885 1.81852
C -2.88073 -3.93397 0.94145
C -4.03413 -4.62336 0.54294
C -3.94530 -5.80817 -0.41296
O -3.71582 -6.89326 0.04722
O -4.13148 -5.68819 -1.78100
P -3.48100 -4.26116 -2.40496
O -3.64322 -4.26271 -3.85115
C -5.25446 -4.17469 1.05756
C -6.51118 -4.90962 0.63127
C -6.76080 -6.02582 1.68219
O -5.81425 -6.52554 2.22302
F -8.01215 -6.38014 1.96770
C -5.26217 -3.11266 1.95082
I -7.14674 -2.49671 2.69393
H 9.41926 -5.96287 -0.15913
H 10.31917 -6.22991 1.35362
H 11.12078 -6.33791 -0.26112
H 11.78110 -4.17382 0.62436
H 10.55574 -3.87071 -0.65249
H 8.81157 -3.74325 1.12674
H 10.03911 -3.71468 2.39148
H 11.07506 -1.69840 1.23871
H 9.63545 -1.62926 0.15962
H 9.56110 -1.66050 3.25906
H 9.45652 -0.15612 2.32962
H 7.34438 -2.30080 2.75784
H 7.43893 -1.72278 1.10438
H 7.37266 0.30970 3.36973
H 5.88513 -0.43694 2.79232
H 7.77712 1.47641 1.44782
H 7.05802 0.25834 0.32499
H 4.93221 1.26829 1.98575
H 5.88952 2.68568 1.54548
H 5.25338 0.82286 -0.71052
H 5.35628 2.58919 -0.69220
H 2.95997 0.77397 0.02895
H 3.06743 2.12091 -1.09721
H 2.83448 3.79068 0.57323
H 3.34401 2.73927 1.89219
H 1.33471 1.23661 1.46734
H 1.06267 2.88580 2.16142
H 0.30154 3.83755 0.02950
H 0.82886 2.36108 -0.81191
H -0.98978 1.13205 -0.19531
H -1.70692 2.71277 -0.45518
H -2.51461 2.89165 1.58809
H -1.00721 2.56591 2.40682
H -1.52705 -0.01045 1.52492
H -2.08059 0.63149 3.09799
H -3.71013 -0.16315 0.67456
H -4.06466 1.44396 1.28467
H -5.56618 0.03304 2.49608
H -4.35951 0.69874 3.57396
H -4.74955 -1.63501 4.15167
H -3.07095 -1.38372 3.76022
H -2.07019 -2.39916 2.13216
H -1.93202 -4.25865 0.51986
H -2.12220 -4.25302 -2.01925
H -4.22269 -3.21895 -1.80602
H -6.35744 -5.38235 -0.35081
H -7.39168 -4.26761 0.52203
C 4.69423 9.03683 1.32817
C 4.96305 7.94939 0.31572
C 3.71761 7.32247 -0.25855
O 4.15848 5.99605 -0.56664
C 5.18121 5.70768 0.28048
O 5.63980 4.62239 0.43245
O 5.60352 6.82090 0.93040
H 5.63024 9.48634 1.66009
H 4.06573 9.82074 0.90439
H 4.20761 8.62881 2.21528
H 5.62005 8.32286 -0.47477
H 3.36504 7.82860 -1.15476
H 2.89610 7.25791 0.46008
C -6.28159 4.52232 -0.49968
C -5.09475 5.45353 -0.44243
C -4.69456 6.01574 -1.78019
O -3.28535 6.22775 -1.61585
C -2.85507 5.34060 -0.68748
O -1.71301 5.10320 -0.45802
O -3.90293 4.74925 -0.05247
H -6.55599 4.19559 0.50476
H -7.14368 5.01263 -0.95139
H -6.04230 3.62447 -1.07159
H -5.27310 6.24867 0.28688
H -5.20026 6.95142 -2.01000
H -4.84648 5.31739 -2.60543
C -4.32995 6.84798 -7.96826
C -4.43277 6.45893 -6.51321
C -3.79183 5.13460 -6.18401
O -4.57599 4.68581 -5.07116
C -5.80495 5.25453 -5.19353
O -6.75543 4.93853 -4.55252
O -5.80087 6.22510 -6.13720
H -4.75959 7.83693 -8.12803
H -3.29049 6.86574 -8.29690
H -4.89150 6.15445 -8.59565
H -4.03929 7.25862 -5.87923
H -2.74500 5.23042 -5.90392
H -3.87908 4.40065 -6.98891
C -4.90500 -9.37865 1.06416
C -4.68556 -10.46256 0.03589
C -5.95766 -11.08102 -0.48901
O -5.53952 -12.40534 -0.82235
C -4.48146 -12.70680 -0.02016
O -4.02195 -13.79031 0.10754
O -4.02554 -11.59283 0.61771
H -3.95514 -8.93733 1.35646
H -5.54584 -8.59016 0.67332
H -5.35479 -9.78773 1.97058
H -4.06095 -10.08771 -0.78080
H -6.34501 -10.56800 -1.36756
H -6.74855 -11.14478 0.26377
```

These are the Löwdin partial charges, in e, on atoms 1 to 99: atom 1 (C): -0.12, atom 2 (C): -0.27, atom 3 (C): -0.24, atom 4 (C): -0.21, atom 5 (C): -0.21, atom 6 (C): -0.22, atom 7 (C): -0.21, atom 8 (C): -0.18, atom 9 (C): -0.21, atom 10 (C): -0.20, atom 11 (C): -0.20, atom 12 (C): -0.20, atom 13 (C): -0.21, atom 14 (C): -0.20, atom 15 (C): -0.20, atom 16 (C): -0.18, atom 17 (C): -0.20, atom 18 (C): -0.18, atom 19 (C): -0.19, atom 20 (C): -0.15, atom 21 (N): -0.04, atom 22 (C): 0.01, atom 23 (C): 0.04, atom 24 (C): -0.07, atom 25 (C): -0.47, atom 26 (O): 0.18, atom 27 (O): -0.12, atom 28 (P): 0.70, atom 29 (O): -0.34, atom 30 (C): -0.20, atom 31 (C): -0.06, atom 32 (C): -0.43, atom 33 (O): 0.16, atom 34 (F): 0.15, atom 35 (C): -0.50, atom 36 (I): 1.19, atom 37 (H): 0.07, atom 38 (H): 0.07, atom 39 (H): 0.07, atom 40 (H): 0.11, atom 41 (H): 0.11, atom 42 (H): 0.11, atom 43 (H): 0.12, atom 44 (H): 0.11, atom 45 (H): 0.11, atom 46 (H): 0.11, atom 47 (H): 0.10, atom 48 (H): 0.10, atom 49 (H): 0.10, atom 50 (H): 0.11, atom 51 (H): 0.09, atom 52 (H): 0.11, atom 53 (H): 0.10, atom 54 (H): 0.09, atom 55 (H): 0.09, atom 56 (H): 0.10, atom 57 (H): 0.09, atom 58 (H): 0.11, atom 59 (H): 0.11, atom 60 (H): 0.10, atom 61 (H): 0.10, atom 62 (H): 0.11, atom 63 (H): 0.10, atom 64 (H): 0.10, atom 65 (H): 0.11, atom 66 (H): 0.10, atom 67 (H): 0.09, atom 68 (H): 0.10, atom 69 (H): 0.10, atom 70 (H): 0.09, atom 71 (H): 0.11, atom 72 (H): 0.11, atom 73 (H): 0.11, atom 74 (H): 0.07, atom 75 (H): 0.13, atom 76 (H): 0.10, atom 77 (H): 0.13, atom 78 (H): 0.16, atom 79 (H): 0.14, atom 80 (H): 0.05, atom 81 (H): 0.05, atom 82 (H): 0.14, atom 83 (H): 0.08, atom 84 (C): -0.02, atom 85 (C): -0.33, atom 86 (C): -0.10, atom 87 (O): 0.06, atom 88 (C): -0.54, atom 89 (O): 0.16, atom 90 (O): 0.09, atom 91 (H): 0.09, atom 92 (H): 0.09, atom 93 (H): 0.09, atom 94 (H): 0.16, atom 95 (H): 0.14, atom 96 (H): 0.14, atom 97 (C): -0.02, atom 98 (C): -0.32, atom 99 (C): -0.09